No. 1
Formula: C4H8O2
Source: the OMol25 dataset
Level of theory: wB97M-V/def2-TZVPD

Properties
**Energy relative to the best compared isomer or geometry (same formula, charge and spin)**: 115.9 kcal per mole
**HOMO-LUMO gap**: 9.000 eV
**Charge**: 0
**HOMO**: -8.33 eV
**Max |F|**: 0.57 eV Å⁻¹
**Lowest unoccupied orbital energy**: 0.0247 Eh

Each line ends with the natural charge from an NBO analysis.
Cartesian coordinates (Å):
C  -1.8928  -0.3203  -0.1426  -0.270
C  0.8608  -1.1442  -0.1213  -0.071
C  1.8937  -0.6390  0.8127  -0.773
O  -0.7117  0.4289  0.1732  -0.501
C  -0.5111  1.5773  -0.5023  0.656
O  0.4776  2.2371  -0.3640  -0.543
H  -1.7015  -1.3186  0.2457  0.241
H  -2.7664  0.1367  0.3301  0.187
H  -2.0281  -0.3822  -1.2269  0.187
H  1.0702  -0.6433  -1.0926  0.086
H  2.2510  0.3893  0.6743  0.222
H  2.7264  -1.3169  0.5345  0.261
H  1.6726  -0.8357  1.8666  0.212
H  -1.3406  1.8309  -1.1873  0.107

***

No. 2
Formula: C2H5N5O
Source: the OMol25 dataset
Level of theory: wB97M-V/def2-TZVPD

Properties
**Energy relative to the best compared isomer or geometry (same formula, charge and spin)**: 47.8 kcal per mole
**HOMO-LUMO gap**: 8.792 eV
**Charge**: 0
**HOMO**: -8.36 eV
**Max |F|**: 5.49 eV Å⁻¹
**Lowest unoccupied orbital energy**: 0.0161 Eh

Each line ends with the natural charge from an NBO analysis.
Cartesian coordinates (Å):
C  1.4806  0.1226  0.1406  0.507
C  -0.4178  0.8505  -0.0221  0.673
H  -2.1885  -1.3630  -0.7468  0.380
H  -2.1628  -1.1653  1.0468  0.374
H  1.0455  -1.7400  -0.4426  0.401
H  3.3093  0.8031  -0.2742  0.360
H  -1.4404  2.5135  0.1751  0.517
N  -1.6118  -1.3118  0.1721  -0.662
N  -0.5690  -0.5518  -0.2478  -0.150
N  0.6964  -0.9405  0.1361  -0.449
N  2.6787  -0.0521  -0.0723  -0.746
N  0.7251  1.2936  0.2515  -0.544
O  -1.5453  1.5412  -0.1165  -0.662

***

No. 3
Formula: C31H61Cl2F6N6O5SbSi2Sr
Source: the OMol25 dataset
Level of theory: wB97M-V/def2-TZVPD

Properties
**Energy relative to the best compared isomer or geometry (same formula, charge and spin)**: 0.0 kcal per mole
**HOMO-LUMO gap (spin up / spin down)**: 8.857 / 9.394 eV
**Charge**: +1
**HOMO (spin up / spin down)**: -11.59 / -12.13 eV
**Max |F|**: 1.17 eV Å⁻¹
**2S+1**: 2
**Lowest unoccupied orbital energy (spin up / spin down)**: -0.1006 / -0.1007 Eh

Each line ends with the Löwdin spin population.
Cartesian coordinates (Å):
Sr  -0.1492  0.8597  0.2109  0.000
N  0.3425  2.7069  -4.1800  0.000
C  0.6378  1.6351  -3.4449  0.000
N  -0.0072  1.6961  -2.3011  0.000
C  -0.7008  2.8834  -2.3901  0.000
N  -0.5082  3.5100  -3.5279  0.000
C  -1.6025  3.4945  -1.3790  0.000
C  -2.2267  4.7069  -1.6619  0.000
N  -3.0220  5.2999  -0.7825  0.000
C  -3.1960  4.7102  0.3909  0.000
C  -2.5726  3.5072  0.7020  0.000
N  -1.7985  2.9179  -0.1966  0.000
H  0.6726  2.9538  -5.0991  0.000
H  1.2968  0.8487  -3.7714  0.000
H  -2.0776  5.1998  -2.6132  0.000
H  -3.8398  5.2053  1.1069  0.000
H  -2.6959  3.0213  1.6606  0.000
Cl  -2.7099  0.1356  2.4089  0.000
C  -1.5791  -0.2214  3.7268  0.000
Cl  -0.1949  -1.1248  3.1074  0.000
H  -2.0911  -0.8287  4.4630  0.000
H  -1.2171  0.7125  4.1400  0.000
F  2.1084  1.6433  0.9433  0.000
Sb  1.5263  3.3493  1.7536  0.000
F  2.1021  2.9007  3.4738  0.000
F  3.2035  4.0868  1.4704  0.000
F  0.5153  4.8201  2.2676  0.000
F  0.9697  3.5247  -0.0839  0.000
F  0.0084  2.1810  2.2757  0.000
O  0.8799  -1.4769  -0.1378  0.172
N  -0.2312  -2.1234  -0.6004  0.682
C  -4.9615  -2.5239  1.3049  0.000
C  -5.1757  -1.4593  0.2385  0.000
C  -6.0700  -1.9825  -0.8732  0.000
C  -5.7917  -0.1962  0.8205  0.000
O  -3.8872  -1.0669  -0.3158  0.000
Si  -2.8090  -1.8359  -1.2380  0.004
O  -1.3472  -1.2467  -0.5090  0.123
O  -2.9229  -3.4380  -1.1380  -0.001
C  -2.9691  -4.5249  -2.1147  0.000
C  -1.8308  -4.3886  -3.1118  0.000
C  -2.8390  -5.8009  -1.2974  0.000
C  -4.3091  -4.4967  -2.8329  0.000
O  -2.8742  -1.4111  -2.7924  0.001
C  -3.3570  -0.3170  -3.5997  0.000
C  -4.6188  -0.7812  -4.3111  0.000
C  -2.2624  -0.0321  -4.6172  0.000
C  -3.6358  0.9034  -2.7373  0.000
H  -5.9249  -2.8872  1.6644  0.000
H  -4.4101  -2.1181  2.1534  0.000
H  -4.4083  -3.3677  0.8935  0.000
H  -7.0657  -2.1926  -0.4819  0.000
H  -5.6694  -2.9011  -1.2963  0.000
H  -6.1702  -1.2379  -1.6611  0.000
H  -6.7310  -0.4378  1.3187  0.000
H  -5.9993  0.5268  0.0296  0.000
H  -5.1334  0.2673  1.5511  0.000
H  -0.8793  -4.4163  -2.5914  0.000
H  -1.9122  -3.4546  -3.6690  0.000
H  -1.8579  -5.2154  -3.8223  0.000
H  -1.9021  -5.8097  -0.7450  0.000
H  -2.8665  -6.6720  -1.9528  0.000
H  -3.6611  -5.8780  -0.5849  0.000
H  -4.4233  -3.5795  -3.4112  0.000
H  -5.1334  -4.5795  -2.1260  0.000
H  -4.3723  -5.3461  -3.5140  0.000
H  -4.4086  -1.6584  -4.9237  0.000
H  -4.9969  0.0090  -4.9610  0.000
H  -5.3969  -1.0368  -3.5956  0.000
H  -2.0723  -0.9192  -5.2222  0.000
H  -1.3437  0.2363  -4.0988  0.000
H  -2.5528  0.7863  -5.2773  0.000
H  -4.4685  0.7302  -2.0578  0.000
H  -3.8660  1.7654  -3.3657  0.000
H  -2.7552  1.1409  -2.1390  0.000
C  0.8419  -4.8868  -0.4347  0.001
C  1.9788  -4.0519  -1.0506  -0.001
C  1.6785  -3.7649  -2.5300  0.003
C  3.2055  -4.9947  -0.9925  0.000
Si  2.4408  -2.4191  -0.1453  0.005
C  2.9507  -2.6041  1.6780  0.001
C  2.0990  -3.6268  2.4364  0.000
C  2.9963  -1.2686  2.4345  0.000
C  4.4064  -3.1471  1.7031  0.000
C  3.6693  -1.2937  -1.1582  0.001
C  2.8329  -0.5651  -2.2153  0.001
C  4.4012  -0.2029  -0.3652  0.000
C  4.7707  -2.1382  -1.8272  0.000
H  0.7314  -5.7862  -1.0505  0.000
H  -0.1181  -4.3855  -0.4003  0.001
H  1.0842  -5.2199  0.5700  0.000
H  1.4213  -4.7055  -3.0321  0.000
H  2.5356  -3.3498  -3.0584  0.000
H  0.8366  -3.0824  -2.6572  0.002
H  2.9686  -5.8935  -1.5701  0.000
H  3.4220  -5.3213  0.0232  0.000
H  4.1096  -4.5670  -1.4222  0.000
H  1.0363  -3.3735  2.4599  0.000
H  2.4502  -3.6814  3.4715  0.000
H  2.1944  -4.6252  2.0142  0.000
H  2.0759  -0.6909  2.3832  0.000
H  3.7897  -0.6291  2.0759  0.000
H  3.1974  -1.4710  3.4911  0.000
H  4.5111  -4.1252  1.2406  0.000
H  4.7029  -3.2574  2.7507  0.000
H  5.1210  -2.4691  1.2423  0.000
H  1.9872  -0.1650  -1.6566  0.000
H  2.4404  -1.2403  -2.9792  0.000
H  3.4062  0.2283  -2.7005  0.000
H  3.7304  0.5037  0.1138  0.000
H  5.0122  0.3604  -1.0780  0.000
H  5.0828  -0.5970  0.3828  0.000
H  4.3882  -2.8939  -2.5106  0.000
H  5.4126  -2.6292  -1.0966  0.000
H  5.4093  -1.4715  -2.4157  0.000